Record 1
Entry from the Open Molecules 2025 dataset: the molecule C6H10O (ωB97M-V/def2-TZVPD).

Summary:
energy relative to the best compared isomer or geometry (same formula, charge and spin) = 126.9 kcal per mole
calculated total energy = -309.640080 Ha
maximum force = 0.654 eV/A
Kohn-Sham gap = 8.39 eV

Geometry (Å):
C -1.70500 0.30597 0.99833
C -2.06414 -0.01831 -0.41580
C -0.94561 -0.78564 0.29260
C 0.51190 -0.55492 -0.06451
C 0.54108 0.38954 -1.24433
C 2.38357 0.56392 0.22595
O 1.27231 0.14071 0.95592
H -1.15862 1.22961 1.17650
H -2.38003 0.00294 1.79640
H -2.97573 -0.57753 -0.61934
H -1.79674 0.71312 -1.17688
H -1.19244 -1.80961 0.56943
H 1.00566 -1.53786 -0.20761
H 0.61910 -0.20963 -2.17733
H 1.91687 0.96794 -0.78778
H 3.09501 -0.24496 -0.01827
H 2.87279 1.42471 0.69672

Atoms 1-6, force components in eV/Å:
C 0.012 0.012 0.080
C -0.004 -0.042 -0.102
C 0.020 -0.052 0.033
C -0.032 0.063 0.108
C -0.360 -0.357 0.081
C -0.020 0.116 -0.389



Record 2
Entry from the Open Molecules 2025 dataset: a cluster of 2 separate species, C3H8O2 in total in a non-equilibrium geometry (ωB97M-V/def2-TZVPD).

Summary:
energy relative to the best compared isomer or geometry (same formula, charge and spin) = 53.9 kcal per mole
calculated total energy = -269.508953 Ha
SMILES string = C/C=C/O.O
maximum force = 3.636 eV/A
Kohn-Sham gap = 9.40 eV

Geometry (Å):
C 1.78473 -0.90850 1.07029
C 0.51025 -0.48313 0.39005
C 0.39099 0.50901 -0.50160
O -0.33214 0.42015 -1.71371
H 2.24011 -0.04969 1.53273
H 2.53143 -1.32235 0.35161
H 1.49423 -1.67248 1.74023
H -0.33382 -1.26930 0.41935
H 1.31615 1.29191 -0.59389
H 0.05484 1.20676 -2.18207
O -3.07869 0.77019 0.18761
H -2.67613 0.28689 -0.55950
H -3.90195 1.22054 -0.14109

Atoms 1-6, force components in eV/Å:
C -0.154 0.926 -1.040
C -1.930 -1.159 -1.361
C 3.512 0.111 -0.933
O 0.726 2.031 1.010
H 0.383 0.118 0.618
H -0.703 0.226 0.338



Record 3
Entry from the Open Molecules 2025 dataset: the molecule C11H15N3 in a non-equilibrium geometry (ωB97M-V/def2-TZVPD).

Summary:
energy relative to the best compared isomer or geometry (same formula, charge and spin) = 33.2 kcal per mole
calculated total energy = -592.368164 Ha
SMILES string = C[C@@H](C1=NCCN1C)c1cccnc1
maximum force = 4.212 eV/A
Kohn-Sham gap = 9.30 eV

Geometry (Å):
C 0.27272 2.43508 -0.92136
C 0.19451 0.99176 -0.92897
C 1.40613 0.37434 -0.25232
N 1.97736 1.08529 0.63004
C 3.10300 0.21883 1.04669
C 2.74738 -1.17362 0.58069
N 1.77569 -0.96600 -0.48988
C 1.01452 -2.05958 -1.07137
C -1.09878 0.42705 -0.25781
C -1.35501 0.50277 1.12725
C -2.56270 -0.04675 1.62253
C -3.49225 -0.60070 0.68142
N -3.22719 -0.64173 -0.58567
C -2.04151 -0.18358 -1.04337
H 0.45062 2.69842 0.13776
H -0.65578 2.92958 -1.39355
H 1.16802 2.67982 -1.51913
H 0.14808 0.56401 -1.96327
H 4.03164 0.55779 0.50955
H 3.30542 0.14786 2.14787
H 3.47253 -1.89497 0.30775
H 2.25419 -1.59718 1.54187
H 1.78400 -2.60294 -1.61791
H 0.61413 -2.85488 -0.28250
H 0.13519 -1.65723 -1.66685
H -0.55738 0.88773 1.82324
H -2.69294 -0.21788 2.66110
H -4.49627 -0.92209 1.02718
H -1.77061 -0.37466 -2.09474

Atoms 1-6, force components in eV/Å:
C -0.516 2.427 -0.545
C -1.180 -3.998 -0.603
C -2.735 -0.329 -0.834
N 1.675 -1.286 0.382
C 1.967 0.180 0.146
C -2.240 -1.141 2.030



Record 4
Entry from the Open Molecules 2025 dataset: a cluster of 4 separate species, CH11N2O3 in total in a non-equilibrium geometry (ωB97M-V/def2-TZVPD).

Summary:
energy relative to the best compared isomer or geometry (same formula, charge and spin) = 37.7 kcal per mole
calculated total energy = -379.683197 Ha
total charge = +1
maximum force = 2.918 eV/A
Kohn-Sham gap = 11.70 eV

Geometry (Å):
N 0.69392 0.44397 -0.53669
C -0.17094 1.42720 -0.67757
N -1.52411 1.41419 -0.71425
H 0.43454 -0.56003 -0.38729
H 1.57142 0.70616 -1.03733
H 0.29173 2.37991 -0.92084
H -1.90635 2.33010 -0.95789
H -2.23898 0.70739 -0.43682
H 3.93114 0.21689 0.05479
H 2.93450 -0.60971 -0.74320
O 3.09937 0.20773 -0.36734
H -3.38492 -0.89439 0.67493
H -2.12534 -1.67725 0.94384
O -2.45034 -0.85798 0.49418
H 0.53111 -2.35221 1.12133
H -0.01230 -1.40904 2.17386
O 0.32554 -1.47294 1.31628

Atoms 1-6, force components in eV/Å:
N -1.208 0.520 -1.598
C -1.832 -1.176 -0.662
N 0.864 1.183 0.205
H 0.172 1.626 0.096
H -0.669 -0.637 1.424
H -0.256 0.011 0.028